146
Properties=species:S:1:pos:R:3:forces:R:3 method="wB97M-V/def2-TZVPD" multiplicity=1 molar_mass_g_mol=1290.1 lumo_energy_ev=-7.750 charge=+1
Ca -16.4063 -6.0642 1.1720 0.655 -0.385 -0.963
C -11.7683 -9.7233 -1.4726 0.834 2.684 -1.389
F -12.4115 -10.6750 -0.9866 -1.456 -2.862 2.298
F -10.8997 -9.2116 -0.5201 -1.316 -0.192 -1.397
F -11.0668 -10.1729 -2.5046 0.292 0.622 0.043
S -13.1860 -8.4487 -2.1715 0.652 0.164 -0.163
O -12.7034 -7.1568 -1.7058 -1.264 -0.727 0.639
O -13.2647 -8.6044 -3.6104 0.102 0.088 1.446
N -14.6926 -8.9783 -1.4009 2.902 0.988 -0.866
S -15.1900 -10.1849 -2.3472 0.075 -3.753 -1.090
O -16.2209 -9.7626 -3.2588 -0.074 -0.046 0.548
O -14.1283 -11.0767 -2.9127 -2.272 1.952 1.665
C -16.1310 -11.4288 -0.9838 1.346 1.363 -1.765
F -17.4441 -11.1598 -0.9817 0.402 -0.540 -0.006
F -15.8651 -12.7080 -1.2804 -0.656 0.986 0.167
F -15.6422 -11.1596 0.2204 -0.050 -0.115 0.524
C -23.3556 -5.3302 -1.0878 -0.135 -0.024 -0.255
C -21.9890 -5.7131 -1.6746 0.762 0.680 1.740
O -21.0024 -6.0250 -0.9926 -0.658 -0.223 0.443
N -21.8265 -5.5688 -2.9734 -0.966 0.946 -3.367
C -22.8153 -5.0412 -3.9502 -0.902 -0.698 0.589
H -23.8980 -4.6240 -1.7164 0.207 -0.010 -0.067
H -23.3048 -4.8687 -0.1016 0.474 -0.269 -0.043
H -24.0254 -6.1872 -1.0158 0.225 -0.244 0.033
H -20.9511 -5.7928 -3.4246 0.145 -0.148 0.763
H -22.4072 -4.8323 -4.9391 0.451 0.001 0.396
H -23.3720 -4.1759 -3.5904 0.576 0.290 0.034
H -23.6127 -5.7680 -4.1056 0.068 -0.296 -0.124
C -10.3563 -2.1602 2.3373 -0.632 1.126 -0.097
C -11.8611 -1.8348 2.5614 0.560 -1.335 -1.394
O -12.7312 -2.6404 2.2388 -0.200 -0.031 0.301
N -12.1607 -0.6327 3.0607 1.019 1.976 0.912
C -11.1848 0.4472 3.3390 0.466 0.053 -0.242
H -9.9426 -2.4413 3.3058 0.269 -0.111 -0.197
H -9.8582 -1.2675 1.9591 0.137 0.241 0.471
H -10.1232 -2.8610 1.5356 -0.733 -0.529 0.474
H -13.1155 -0.3500 3.2298 0.000 -0.616 -0.263
H -11.6013 1.2319 3.9704 -0.282 -0.367 0.070
H -10.8162 0.9602 2.4507 -0.434 -0.083 -0.440
H -10.2485 0.1231 3.7934 -0.371 -0.460 0.378
C -12.0297 -8.4134 6.2544 -0.297 1.190 -0.026
C -12.3505 -8.9757 4.8557 -0.607 -0.492 0.222
O -13.2138 -8.5404 4.1206 -1.766 2.386 -0.305
N -11.8142 -10.0967 4.3982 1.158 -0.247 1.935
C -10.7482 -10.8353 5.0397 0.052 -0.166 -1.071
H -11.0656 -7.9386 6.4362 0.667 -0.997 -0.367
H -12.3176 -9.0456 7.0944 0.351 -0.457 -0.298
H -12.5927 -7.4977 6.4351 -0.798 -0.176 -0.574
H -12.1915 -10.4655 3.5369 0.054 0.274 0.118
H -10.1685 -10.3324 5.8138 -0.427 0.480 -0.199
H -10.1259 -10.9190 4.1487 0.895 -1.295 0.702
H -11.1684 -11.7412 5.4766 0.527 -0.350 -0.288
C -5.1869 -18.4188 -4.8949 0.170 -0.512 -0.352
C -6.0975 -17.2122 -4.8987 1.280 -0.107 0.716
O -6.3726 -16.6722 -5.9409 -0.651 0.357 -0.740
N -6.4720 -16.7370 -3.6809 0.163 -0.215 -0.582
C -7.2496 -15.5165 -3.5691 0.400 -0.239 1.062
H -4.9962 -18.9182 -3.9450 -0.374 0.056 0.077
H -4.2062 -18.1832 -5.3083 -0.065 0.448 0.002
H -5.6043 -19.1114 -5.6258 -0.084 -0.220 0.227
H -6.0142 -17.1389 -2.8753 -0.311 0.182 -0.100
H -7.5243 -15.1289 -4.5502 -0.121 -0.370 0.186
H -6.6559 -14.7662 -3.0470 0.045 0.225 -0.109
H -8.0790 -15.7579 -2.9043 -0.457 0.391 -0.388
C -5.6249 -5.0004 -3.8799 -2.353 -1.985 0.921
C -4.2975 -4.4298 -3.7965 0.309 1.113 -4.393
O -3.8108 -3.8832 -2.8831 1.492 1.316 3.960
N -3.7454 -4.2894 -5.0551 -2.319 -1.891 -0.252
C -2.5331 -3.6661 -5.3856 0.797 0.295 0.765
H -6.4389 -4.2884 -4.0167 0.404 0.435 -0.065
H -5.8596 -5.5028 -2.9415 0.012 -0.047 0.095
H -5.7592 -5.7505 -4.6592 0.207 0.030 -0.103
H -4.1442 -4.9610 -5.6954 0.316 0.339 -0.303
H -2.5443 -3.4355 -6.4509 0.401 -0.003 0.171
H -1.7268 -4.3210 -5.0554 0.590 0.188 -0.532
H -2.4602 -2.7675 -4.7730 0.138 0.205 -0.264
C -14.8852 -1.2402 -2.7651 -0.130 -0.786 -0.211
C -15.6647 -2.4565 -3.1948 -2.053 0.155 0.021
O -16.2975 -3.1332 -2.3736 0.706 -0.364 -0.266
N -15.7762 -2.6354 -4.5399 1.873 2.301 1.526
C -16.3141 -3.7161 -5.2175 -0.422 -2.057 -0.904
H -15.2812 -0.8903 -1.8117 0.174 -0.027 -0.156
H -14.9615 -0.4711 -3.5338 0.376 0.071 0.187
H -13.8812 -1.6483 -2.6494 0.339 0.661 0.103
H -15.2432 -1.9783 -5.0914 -0.081 -0.076 0.083
H -15.6205 -4.0484 -5.9899 -0.061 0.114 -0.219
H -17.2617 -3.4558 -5.6891 -0.180 -0.350 0.116
H -16.3709 -4.5751 -4.5490 -0.544 0.105 0.037
C -16.6284 -13.1269 6.7097 1.900 2.515 -1.621
C -16.4473 -13.2163 8.1493 -0.955 -2.835 3.227
O -17.1218 -14.0398 8.7643 0.304 0.517 0.137
N -15.4519 -12.5143 8.8031 0.135 0.942 -1.024
C -15.0873 -12.5881 10.2084 -0.123 -0.433 0.315
H -16.2502 -13.9414 6.0918 -0.672 -0.524 0.565
H -15.8588 -12.3829 6.5041 -0.019 0.615 -0.998
H -17.5668 -12.6816 6.3795 -0.099 -0.559 0.200
H -15.1230 -11.6874 8.3254 0.125 -0.241 -0.046
H -15.6562 -13.3840 10.6889 -0.135 0.209 -0.076
H -15.2052 -11.6473 10.7460 -0.598 0.094 -0.165
H -14.0334 -12.8125 10.3730 0.144 -0.300 -0.513
C -24.1786 -14.2398 0.1756 -0.571 1.187 -1.406
Cl -25.2131 -13.3053 1.3026 0.590 -0.596 0.220
Cl -25.1173 -15.5093 -0.6532 0.464 -0.008 0.505
H -23.9969 -13.4981 -0.6022 0.132 -0.217 0.011
H -23.1929 -14.5543 0.5185 -0.612 -0.368 0.665
C -14.7108 -11.3464 -8.4125 -1.802 0.672 0.123
Cl -14.9598 -9.7266 -9.1470 0.609 0.120 0.445
Cl -15.2285 -12.4862 -9.6433 0.669 -0.842 -0.210
H -13.7374 -11.4698 -7.9379 -0.029 -0.091 -0.651
H -15.5232 -11.4329 -7.6910 0.547 0.161 0.326
F -24.5027 -7.4851 -11.7670 1.399 -0.211 0.456
C -23.3462 -7.7393 -11.0685 0.612 -0.341 0.754
C -22.0580 -7.3190 -11.4979 -2.595 1.479 -1.561
C -21.0050 -7.3939 -10.6798 1.217 -2.282 1.310
C -21.1167 -8.2348 -9.5818 1.653 0.867 1.813
C -22.3147 -8.6732 -9.0852 -0.196 -0.250 -0.604
C -23.4351 -8.4070 -9.8273 -1.345 1.125 -1.333
H -21.7874 -6.7484 -12.3741 -1.157 -0.037 -0.606
H -20.0333 -7.0286 -10.9778 -0.029 0.133 0.005
H -20.2321 -8.3460 -8.9723 0.184 -0.310 0.083
H -22.4857 -9.2332 -8.1778 0.583 0.034 0.160
H -24.3888 -8.5984 -9.3580 -0.319 -0.211 -0.471
F -12.8334 -22.8858 -5.5990 0.763 -1.816 -1.036
C -12.9486 -21.6902 -5.1151 -0.084 2.919 0.683
C -14.0777 -21.4019 -4.4210 -1.125 0.940 1.468
C -14.3385 -20.1165 -3.8221 0.136 -1.727 -1.327
C -13.4274 -19.0935 -4.0133 -0.002 -1.038 -0.247
C -12.2616 -19.4262 -4.7175 -0.448 0.791 -0.231
C -12.0383 -20.6559 -5.3094 0.766 -0.114 0.131
H -14.7392 -22.2517 -4.3387 -0.513 0.202 0.308
H -15.3065 -20.0017 -3.3572 0.070 0.236 0.212
H -13.6324 -18.0774 -3.7100 0.133 -0.028 0.215
H -11.5698 -18.6169 -4.8991 0.296 -0.098 -0.074
H -11.1253 -20.7743 -5.8741 0.014 -0.261 -0.105
F -6.6982 -6.5568 6.9509 0.439 0.062 0.060
C -5.8395 -7.5294 6.5809 -0.305 -2.279 -1.519
C -5.1270 -8.2550 7.5235 0.248 0.545 0.025
C -4.2961 -9.3251 7.1486 -0.901 0.080 -0.623
C -4.3340 -9.8289 5.8313 -0.066 1.391 0.793
C -5.0729 -9.1253 4.8749 -0.282 1.597 0.665
C -5.8480 -7.9693 5.2400 1.093 -0.534 0.793
H -5.2540 -7.8876 8.5311 0.457 -0.245 0.319
H -3.6280 -9.7800 7.8650 -0.196 -0.087 0.199
H -3.6980 -10.6662 5.5849 -0.058 0.003 -0.234
H -4.8962 -9.3256 3.8284 -0.481 -0.288 -0.112
H -6.3999 -7.3523 4.5463 0.028 -0.249 -0.371